No. 1
A molecular structure, C17H13CaIN4O2, computed with ωB97M-V/def2-TZVPD.

Cartesian coordinates (Å):
I -2.01572 -2.32493 -1.85505
Ca -0.42362 0.34771 -0.39034
O -0.66103 1.42524 -2.21169
O -0.46146 2.47566 -0.37150
N -0.44639 2.52267 -1.63075
N 2.13703 -0.20594 0.99915
N 1.77079 -0.22793 -0.20338
N -2.86360 0.10088 -0.42333
C -4.74762 -1.20251 -1.09706
C -0.20690 -0.34549 1.77114
C 5.09194 0.31047 -1.80594
C 1.74546 -0.62438 3.27262
C -0.46287 -0.79713 4.16569
C -0.99594 -0.57288 2.90075
C 4.14910 0.11448 -0.81552
C 4.70928 0.37209 -3.14115
C -5.06395 0.85935 0.08072
C 2.42234 0.02530 -2.49533
C 3.37387 0.22621 -3.48113
C 1.18762 -0.40401 2.00013
C -3.68816 1.00263 0.11502
C 0.91681 -0.82515 4.35375
C 2.79890 -0.02208 -1.15389
C -3.38847 -0.95596 -1.00836
C -5.59890 -0.26408 -0.53373
H 3.07184 0.26849 -4.51942
H -1.12302 -0.94172 5.01438
H 2.82437 -0.66038 3.37324
H -3.21012 1.85575 0.58196
H -2.07990 -0.56601 2.80121
H 5.45171 0.53221 -3.91212
H 4.43205 0.06175 0.22513
H 1.32933 -1.00076 5.33891
H -5.11769 -2.08958 -1.58887
H 1.37826 -0.08539 -2.76277
H 6.13543 0.41767 -1.53890
H -5.70125 1.61208 0.52179
H -6.66951 -0.41434 -0.57537

- lowest unoccupied orbital energy (eV) = -0.515
- strongest force on any atom (eV Å⁻¹) = 2.25
- energy relative to the best compared isomer or geometry (same formula, charge and spin) (eV) = 0.941
- Kohn-Sham gap (Ha) = 0.269
- HOMO (eV) = -7.85

---

No. 2
A single C17H13Cl2N7O2S2 molecule, computed with ωB97M-V/def2-TZVPD.

Cartesian coordinates (Å):
Cl -0.75671 -3.82618 -3.03285
Cl -5.97415 -0.40199 -0.74119
S 2.09309 3.36364 2.28816
S 2.58311 -0.61255 -3.81623
O -0.11673 0.14062 2.67482
O -2.25071 -0.77004 -4.22053
N 1.02129 -1.14343 -1.80879
N 0.54707 0.81420 0.68067
N 4.01068 0.16242 1.24778
N 1.94103 0.82922 1.01084
N -0.13311 -0.70844 -3.79362
N 1.53334 4.82401 5.63664
N 3.90197 1.39561 1.77332
C 1.45189 3.96524 4.85604
C -0.43099 0.42686 1.52708
C 2.53299 -1.45058 0.10797
C -1.37295 -1.16989 -3.47728
C -1.77702 0.18221 0.94749
C 2.68038 1.81274 1.65698
C 2.85712 -0.15810 0.74913
C 1.01171 -0.88102 -3.08871
C -3.95011 -0.86749 1.12179
C -2.16566 0.72116 -0.29678
C -4.33765 -0.28172 -0.10386
C -2.69144 -0.63039 1.63986
C 1.48928 2.80492 3.93093
C 2.34109 -1.12079 -1.31399
C 3.31397 -0.87822 -2.24708
C -3.44155 0.50324 -0.82069
C -1.65822 -2.34314 -2.52620
H 4.37538 -0.79049 -2.05401
H -3.72481 0.94839 -1.75997
H -1.48225 1.27662 -0.89709
H -0.12914 -0.11641 -4.63614
H 1.60482 -1.83868 0.55664
H 3.31760 -2.18582 0.21692
H -2.74768 -2.57117 -2.53451
H -1.39759 -2.09658 -1.51264
H -2.35189 -1.17595 2.53418
H 2.16618 2.05959 4.31597
H -4.65734 -1.50426 1.64829
H 0.47126 2.37693 3.85809
H 0.30247 0.91574 -0.29737

- lowest unoccupied orbital energy (eV) = -0.514
- strongest force on any atom (eV Å⁻¹) = 2.80
- energy relative to the best compared isomer or geometry (same formula, charge and spin) (eV) = 0.000
- Kohn-Sham gap (Ha) = 0.323
- SMILES string = N#CCSc1nnc(Cc2csc(NC(=O)CCl)n2)n1NC(=O)c1ccc(Cl)cc1
- HOMO (eV) = -9.32

---

No. 3
A molecular structure, C17H13ClNO9Os, computed with ωB97M-V/def2-TZVPD.

Cartesian coordinates (Å):
Os 0.09081 1.67598 0.01455
Cl 0.54594 -8.56688 -0.90738
O 3.69032 3.31988 -0.65210
O -2.22503 3.60237 1.69863
O -3.15978 4.00777 -0.32474
O -0.04001 -0.27381 0.02493
O -0.22720 2.65841 2.18439
O 2.01714 1.88572 -0.18825
O -1.17165 -0.15863 1.94319
O -1.78559 2.20241 -0.07385
O 0.05396 -2.85169 0.04940
N 0.25665 3.67963 -0.27997
C -0.80615 -2.32167 1.03143
C 1.01866 -4.61945 -1.11058
C 0.11344 -4.18911 -0.11466
C -0.84765 4.40598 -0.15441
C 0.37855 -6.88434 -0.60238
C 1.46698 4.18127 -0.50066
C -2.03314 3.51858 0.23299
C 1.81331 -3.60961 -1.87849
C -0.77970 5.77347 -0.31497
C -1.29892 3.12960 2.50990
C 2.53527 3.10446 -0.47960
C -0.64507 -5.10043 0.62227
C 1.13484 -5.97483 -1.33740
C 0.46991 6.33103 -0.58857
C 1.61610 5.54168 -0.67064
C -0.51107 -6.45193 0.37613
C -0.68977 -0.81532 1.05322
H -1.66796 6.38238 -0.22707
H -1.08791 -7.17551 0.93424
H 2.45938 -4.10089 -2.60247
H 2.59524 5.96022 -0.85520
H 2.42919 -3.00836 -1.20777
H 1.81842 -6.34130 -2.09144
H -1.59938 3.23490 3.55477
H -1.33581 -4.76719 1.38324
H 0.55150 7.40108 -0.72421
H -1.85163 -2.56938 0.82002
H -0.55480 -2.69104 2.02922
H -3.89155 3.39277 -0.16950
H 1.15418 -2.91825 -2.40621

- lowest unoccupied orbital energy (spin up / spin down) (eV) = -4.661 / -6.786
- spin multiplicity = 5
- strongest force on any atom (eV Å⁻¹) = 1.33
- energy relative to the best compared isomer or geometry (same formula, charge and spin) (eV) = 0.133
- <S²> = 6.015
- Kohn-Sham gap (spin up / spin down) (Ha) = 0.202 / 0.123
- net charge = +1
- HOMO (spin up / spin down) (eV) = -10.14 / -10.14

---

No. 4
A molecular structure, C17H13F6N6O5S3Sn, computed with ωB97M-V/def2-TZVPD.

Cartesian coordinates (Å):
Sn -0.01447 1.49340 1.23320
S -1.10389 2.85838 -1.67604
S 1.46721 1.80367 -2.38503
S -1.83025 2.73704 2.72765
F -2.91915 4.39973 -2.79979
F -2.65001 2.47810 -3.75486
F 2.18541 3.74469 -0.67024
F 1.76957 4.44805 -2.68780
F 3.54429 3.29567 -2.27238
F -1.18308 4.04109 -4.04313
O 1.92625 1.57548 -3.72345
O 1.63572 0.71708 2.42463
O -2.16280 2.17801 -0.97318
O -0.51259 4.00815 -1.04739
O 1.95630 0.94443 -1.33935
N -4.08480 1.50534 3.37446
N -2.34291 -1.36422 -1.63939
N -2.35745 0.07162 3.02565
N -0.91182 -0.67686 -0.09040
N -1.01757 -0.07493 2.69934
N -0.10906 1.89496 -2.38803
C 2.60329 -3.24916 3.13076
C -2.13789 -0.61916 -0.52060
C 1.07607 -1.95701 -0.96779
C -0.74801 -2.82397 -2.97815
C 2.24588 3.44313 -1.95894
C -2.76636 1.29855 3.03269
C -0.24498 -1.51732 -0.97886
C 1.90247 -0.54095 2.63474
C 1.46281 -2.82825 -1.96533
C 3.24769 -0.98146 2.60880
C 0.91386 -1.51375 2.93189
C -2.00686 3.48953 -3.15387
C 3.58580 -2.29397 2.84211
C -0.48388 -1.16470 3.09058
C 1.28940 -2.84032 3.17961
C -1.13222 -1.95155 -1.96582
C 0.56552 -3.25187 -2.95907
H 4.00180 -0.23718 2.38519
H 0.91294 -3.92731 -3.73055
H 2.86945 -4.27985 3.32258
H 2.48250 -3.18979 -1.99318
H -1.12252 -1.87340 3.61923
H -4.45895 2.39227 3.08542
H -2.92677 -0.05936 -0.04418
H -3.19014 -1.39343 -2.17629
H -4.68436 0.70114 3.28046
H 0.50927 -3.55920 3.41050
H 1.76054 -1.61112 -0.20396
H -1.43816 -3.14727 -3.74713
H 4.62694 -2.59216 2.79466

- lowest unoccupied orbital energy (eV) = 2.579
- strongest force on any atom (eV Å⁻¹) = 0.80
- energy relative to the best compared isomer or geometry (same formula, charge and spin) (eV) = 0.230
- Kohn-Sham gap (Ha) = 0.271
- net charge = -1
- HOMO (eV) = -4.79

---

No. 5
A molecular structure, C17H13N7OPdS, computed with ωB97M-V/def2-TZVPD.

Cartesian coordinates (Å):
Pd 0.04916 -0.13959 -0.30887
S 2.33190 0.16832 0.21757
O -0.06696 -2.33877 -0.73055
N 0.00840 1.84018 -0.40991
N -0.33044 -2.47368 1.50904
N 3.38958 2.65271 0.31095
N -1.76280 -5.60707 2.24142
N -1.41010 -5.46876 -2.12361
N 1.10688 2.56218 -0.01082
N -2.01255 0.16042 -0.13361
C -1.40977 3.83456 0.14736
C -0.87806 6.15095 -0.39525
C -1.03218 -4.31375 0.14256
C -2.31434 1.52455 -0.13353
C -0.66182 4.79416 -0.56286
C -3.69123 1.90456 -0.30840
C -2.35455 4.33078 1.06046
C -1.43988 -5.02401 1.29235
C -2.57484 5.69094 1.22236
C -1.84190 6.61988 0.49456
C 2.19008 1.91010 0.16262
C -4.32313 -0.41678 -0.41481
C -0.46314 -3.00195 0.25826
C -1.24003 2.39884 -0.07001
C -4.66513 0.96481 -0.42459
C -1.22473 -4.93315 -1.11476
C -2.99623 -0.73647 -0.31055
H -2.91115 3.62482 1.66450
H -2.01374 7.68249 0.62112
H 3.17451 3.60440 0.57657
H -5.69854 1.26645 -0.56364
H -0.07352 -1.48879 1.47194
H 4.00393 2.21895 0.98333
H -0.29181 6.85992 -0.97128
H -3.31361 6.03142 1.94055
H -2.68411 -1.77502 -0.34556
H 0.09606 4.44694 -1.25036
H -5.07129 -1.19217 -0.50468
H -3.93407 2.95555 -0.38954
H -0.91156 -2.81141 2.25657

- lowest unoccupied orbital energy (eV) = 4.831
- strongest force on any atom (eV Å⁻¹) = 0.68
- Kohn-Sham gap (Ha) = 0.172
- net charge = -2
- HOMO (eV) = 0.14

---

No. 6
A molecular structure, C17H14AgBrN3O5, computed with ωB97M-V/def2-TZVPD.

Cartesian coordinates (Å):
Ag 0.17461 -0.06911 -0.47041
Br 3.88156 -1.53108 -6.04781
O -5.70818 -0.79267 2.04094
O -0.73712 -0.95025 1.39353
O 1.97808 1.77129 0.95571
O -2.62868 -1.79640 2.23335
O -6.36587 1.09675 0.96492
N -2.05767 0.72086 -0.24567
N -4.14765 1.40819 -0.37794
N 2.68122 0.71983 1.11813
C 2.10773 -0.38051 1.69933
C 1.74916 -0.30884 -4.57302
C 4.71582 -0.48414 0.84622
C 4.16722 -1.59505 1.46732
C 2.83930 -1.52905 1.87931
C -2.02342 -1.00608 1.50117
C 2.87210 -1.10798 -4.47344
C 1.38690 -0.46826 -2.13054
C -4.14011 0.37095 0.61186
C -5.35520 0.10391 1.28498
C -2.50922 2.43747 -1.97889
C -2.86811 1.51840 -0.87120
C -2.76702 -0.01755 0.67488
C 3.27458 -1.60776 -3.25002
C 3.95694 0.65167 0.66837
C 2.53196 -1.28416 -2.11736
C 1.03688 -0.00699 -3.41527
H -1.45311 2.31107 -2.21303
H 0.16033 0.62353 -3.53082
H 4.15077 -2.24301 -3.18440
H 5.72612 -0.48692 0.45981
H 1.05217 -0.26500 1.93390
H 4.28593 1.54524 0.16162
H -2.68155 3.48814 -1.71914
H -4.96514 1.58956 -0.93828
H 4.74497 -2.50082 1.59370
H -3.08898 2.22999 -2.88669
H 2.87332 -1.70417 -1.17660
H -5.88486 1.92654 0.85333
H 1.43644 0.07146 -5.53878
H 2.33277 -2.37444 2.32332

- lowest unoccupied orbital energy (spin up / spin down) (eV) = 3.926 / 3.926
- spin multiplicity = 2
- strongest force on any atom (eV Å⁻¹) = 0.64
- energy relative to the best compared isomer or geometry (same formula, charge and spin) (eV) = 0.000
- <S²> = 0.765
- Kohn-Sham gap (spin up / spin down) (Ha) = 0.087 / 0.206
- net charge = -2
- HOMO (spin up / spin down) (eV) = 1.55 / -1.69